Formula: C57H74BBeN10O17
Source: the Open Molecules 2025 dataset
Level of theory: ωB97M-V with the def2-TZVPD basis set

Geometry as XYZ:
```
160
Properties=species:S:1:pos:R:3:forces:R:3:lowdin_charge:R:1
Be -3.28859 4.32129 -8.13788 0.062 -0.013 0.112 0.620
O -2.69145 2.52052 0.73246 3.429 -3.204 -2.268 0.168
C -1.84748 1.72546 0.23706 -2.694 2.306 3.386 -0.267
O -0.99501 0.96533 0.91635 -0.764 0.547 -1.255 0.249
B -0.17132 0.15603 -0.03462 -0.023 -0.142 -0.173 -0.864
O -0.60006 0.61471 -1.40929 -0.875 0.446 0.849 0.251
C -1.61696 1.45185 -1.29393 -0.538 1.227 -2.568 -0.313
O -2.24176 2.02075 -2.18212 1.447 -1.530 2.048 0.199
O -0.37340 -1.27379 0.12780 -0.721 -0.354 -0.064 0.250
C 0.70915 -1.90478 0.54315 -0.317 -0.556 0.653 -0.349
O 0.78749 -3.05614 0.87126 0.181 1.115 -0.450 0.199
C 1.83939 -0.81050 0.56845 2.967 -0.270 -0.587 -0.248
O 1.23187 0.36032 0.19286 1.994 -1.163 0.776 0.242
O 3.03662 -1.07774 0.74048 -4.106 1.596 -0.411 0.168
N -6.76347 7.82328 -5.50350 -1.317 2.590 0.896 0.055
C -6.70008 9.22363 -5.59718 -0.173 -2.541 0.440 -0.091
C -7.66530 10.07740 -5.06152 1.107 0.262 -1.423 -0.079
C -8.79067 9.55895 -4.51721 -1.098 -1.230 1.829 -0.081
C -8.85177 8.18870 -4.21992 1.162 0.380 -1.245 -0.025
C -7.81507 7.37592 -4.76930 0.114 0.701 -0.661 -0.131
H -5.85379 9.62531 -6.13462 0.126 -0.082 0.024 0.100
H -7.54553 11.14278 -5.19195 0.001 0.069 -0.016 0.111
H -9.59379 10.19548 -4.17626 -0.030 0.141 -0.013 0.113
H -9.68166 7.77663 -3.66504 0.035 -0.171 -0.121 0.104
H -7.91146 6.30084 -4.73317 0.100 -0.153 0.270 0.097
N 5.38749 -11.23824 -0.14347 -2.158 -0.502 -0.633 0.063
C 4.29369 -10.45970 -0.46150 1.081 -1.379 0.350 -0.120
C 3.05919 -10.97697 -0.88591 0.607 -1.588 -0.488 -0.065
C 2.92412 -12.37774 -1.02940 1.146 0.619 0.981 -0.052
C 4.00763 -13.20958 -0.62318 -1.661 1.358 -1.316 -0.054
C 5.18450 -12.58460 -0.24896 0.249 1.144 0.568 -0.144
H 4.43750 -9.39311 -0.37155 0.090 0.086 0.006 0.097
H 2.24024 -10.37360 -1.24875 0.103 0.379 0.293 0.096
H 1.97737 -12.73544 -1.40637 0.093 -0.401 0.010 0.099
H 3.96586 -14.28159 -0.74744 -0.032 -0.034 0.205 0.102
H 5.98596 -13.25172 0.03213 0.478 0.320 0.029 0.102
N -2.44563 -2.87233 7.88083 1.016 1.395 0.214 0.092
C -2.12589 -2.89191 9.21746 -0.840 -0.280 -3.290 -0.107
C -1.53320 -1.80956 9.82043 -0.084 1.133 0.208 -0.055
C -1.36364 -0.62833 9.08290 0.579 -0.880 0.407 -0.042
C -1.57460 -0.66654 7.71517 0.536 1.249 0.264 -0.083
C -2.09308 -1.77052 7.12381 -1.512 -2.765 1.658 -0.116
H -2.45134 -3.79193 9.71790 0.154 0.017 0.287 0.112
H -1.31239 -1.85747 10.87653 -0.012 0.150 0.073 0.109
H -0.99112 0.24832 9.59193 0.075 0.111 -0.134 0.111
H -1.30817 0.10728 7.01046 0.040 0.565 0.424 0.111
H -2.33118 -1.70902 6.07218 0.047 -0.692 -0.126 0.109
N 2.04721 2.93084 -9.14297 2.383 -0.629 -0.852 0.063
C 2.87727 2.49732 -8.16430 -0.365 0.227 -1.104 -0.125
C 4.23134 2.14131 -8.36367 -0.479 -0.197 0.594 -0.066
C 4.80089 2.19335 -9.60476 -0.497 0.630 -0.296 -0.063
C 3.99373 2.69764 -10.63274 0.833 -0.709 0.075 -0.061
C 2.67432 2.99703 -10.38469 -1.285 0.495 1.698 -0.121
H 2.46286 2.37728 -7.17422 -0.213 0.122 0.066 0.100
H 4.81966 1.77811 -7.53399 -0.119 0.004 0.195 0.105
H 5.83482 1.90282 -9.71871 0.005 0.049 -0.316 0.114
H 4.39265 2.81571 -11.62939 -0.068 0.032 -0.087 0.108
H 2.07949 3.38348 -11.19908 -0.247 -0.018 0.036 0.100
C 5.37798 4.60282 -1.84219 -0.398 -1.174 0.224 -0.148
C 4.24472 5.51232 -2.04198 -1.178 1.237 -0.459 -0.130
O 4.59831 6.62016 -1.21640 -0.895 1.912 -1.050 0.072
C 5.47078 6.26668 -0.29044 0.141 -0.196 0.964 -0.562
O 5.85457 6.95010 0.62344 -0.283 -1.137 -1.236 0.157
O 5.76120 4.96021 -0.53936 1.678 -0.304 1.584 0.057
H 6.21403 4.70173 -2.53453 -0.090 -0.050 -0.029 0.142
H 4.92606 3.61134 -1.81315 0.833 -0.363 -0.120 0.139
H 3.30297 5.13487 -1.64355 0.031 -0.281 -0.007 0.136
H 4.06930 5.80586 -3.07694 0.157 0.342 0.141 0.137
C 9.34399 3.41509 4.51803 -0.897 -1.835 -0.028 -0.091
C 9.16062 1.92968 4.24696 -0.888 -1.268 -0.739 -0.132
O 10.41275 1.34767 4.57134 -0.524 -0.906 -0.415 0.076
C 11.07964 2.18689 5.34612 4.207 -1.750 0.889 -0.582
O 12.17057 1.89682 5.85582 -3.228 1.188 -1.055 0.114
O 10.46288 3.34021 5.38964 0.016 2.607 0.690 0.087
H 8.45070 3.69391 5.07693 0.364 0.835 -0.125 0.134
H 9.48478 3.94698 3.57708 0.437 0.493 0.488 0.138
H 8.88383 1.59225 3.24815 0.345 0.561 -0.286 0.131
H 8.37061 1.47834 4.84719 0.158 0.085 0.565 0.126
C 2.28208 -8.09222 7.27650 0.020 -0.405 -1.568 -0.128
C 2.35173 -9.08689 6.08326 1.411 1.305 0.053 -0.128
O 1.68895 -10.23720 6.53796 -0.566 -0.496 -0.282 0.077
C 1.04252 -9.97962 7.68642 -0.690 -0.633 1.903 -0.527
O 0.36302 -10.73843 8.34325 1.213 1.296 -1.699 0.149
O 1.32671 -8.70749 8.08929 -0.573 -0.291 0.980 0.051
H 1.90807 -7.12102 6.95246 0.123 0.020 0.191 0.127
H 3.27371 -8.00378 7.72029 -0.271 0.043 0.516 0.127
H 3.40110 -9.31063 5.89129 -0.105 -0.351 -0.106 0.126
H 1.96106 -8.63489 5.17157 -0.557 -0.483 0.008 0.126
C -0.95423 9.93253 -1.18147 -0.400 -0.094 -0.166 -0.110
C -0.87641 10.99637 -2.28170 1.372 -0.554 -0.601 -0.234
C 0.07305 10.59166 -3.48952 -1.119 0.443 1.189 -0.172
C -0.37070 9.30271 -4.00428 0.713 0.778 0.161 -0.264
N -0.73778 8.28183 -4.35637 -0.375 -0.883 -0.390 0.137
H -1.78934 10.16354 -0.52017 0.124 -0.010 0.161 0.071
H -0.04085 9.85644 -0.59152 0.055 0.375 0.005 0.077
H -1.11375 8.91755 -1.54544 -0.221 0.071 -0.322 0.060
H -0.39830 11.87583 -1.85038 -0.374 0.262 -0.091 0.103
H -1.81585 11.26316 -2.76583 -0.223 -0.074 0.549 0.104
H 1.10034 10.57456 -3.12553 0.030 -0.196 -0.362 0.118
H -0.08090 11.36447 -4.24264 0.418 -0.143 -0.157 0.112
C -3.98948 -8.14184 1.93640 1.127 -0.299 1.514 -0.150
C -4.91361 -7.27712 1.23530 -1.380 0.791 -1.926 -0.296
C -6.04886 -8.12145 0.53589 0.654 1.139 0.692 -0.156
C -6.64464 -9.03787 1.52665 -0.328 -0.241 -0.409 -0.242
N -7.14805 -9.74326 2.28533 0.312 0.362 -0.266 0.150
H -4.52392 -8.59324 2.77229 0.521 -0.382 0.128 0.078
H -3.25938 -7.41755 2.29759 0.553 -0.629 0.499 0.083
H -3.49866 -8.87878 1.30069 -0.083 -0.091 0.110 0.091
H -4.29920 -6.73240 0.51843 -0.488 0.019 -0.704 0.106
H -5.24585 -6.48105 1.90162 -0.665 -0.259 0.077 0.113
H -5.57584 -8.63615 -0.30045 -0.176 -0.408 0.186 0.114
H -6.83478 -7.49598 0.11254 -0.047 0.002 0.096 0.109
C -8.44013 -0.53902 3.65971 0.011 0.014 -0.080 -0.120
C -9.20341 -1.84712 3.50792 0.774 -0.335 0.280 -0.249
C -9.04364 -2.76963 4.76117 -0.962 0.050 0.532 -0.179
C -9.60460 -2.23695 6.04156 -0.919 1.117 1.498 -0.221
N -10.04119 -1.81271 7.04344 1.089 -1.038 -2.441 0.126
H -8.30491 -0.05548 2.69223 -0.382 0.213 0.028 0.069
H -7.42262 -0.64549 4.03580 -0.068 -0.268 0.278 0.073
H -9.02044 0.08060 4.34339 0.313 0.353 -0.073 0.075
H -8.85994 -2.39161 2.62835 0.294 -0.239 0.141 0.099
H -10.22807 -1.58972 3.23976 -0.249 -0.304 0.588 0.109
H -8.02744 -3.05847 5.02951 0.340 0.413 -0.517 0.112
H -9.53131 -3.73476 4.62406 -0.238 0.020 -0.232 0.108
C 2.15378 -3.16568 -5.40258 -0.279 0.706 0.346 -0.099
C 1.15294 -4.22818 -6.00956 1.603 1.557 -0.095 -0.212
C -0.28884 -3.84449 -5.70255 -1.109 -1.102 -0.178 -0.207
C -0.74517 -2.52909 -6.14384 0.339 1.359 0.143 -0.241
N -1.10448 -1.47907 -6.46883 0.255 -0.972 0.186 0.134
H 1.73986 -2.16198 -5.30590 -0.793 0.061 -0.567 0.052
H 3.08222 -2.91698 -5.91664 0.011 -0.852 -0.417 0.066
H 2.42751 -3.27115 -4.35279 0.002 -1.001 0.061 0.065
H 1.47824 -5.23130 -5.73379 -0.619 0.008 0.573 0.105
H 1.26166 -4.26809 -7.09339 0.052 0.406 -0.110 0.104
H -0.61199 -4.03640 -4.67939 0.365 0.433 0.269 0.122
H -0.98989 -4.47555 -6.24879 0.168 -0.563 -0.214 0.115
C 11.53974 -4.63866 -3.33342 0.560 -0.122 1.373 -0.100
C 12.00072 -4.03955 -1.96806 0.563 -0.900 -1.489 -0.267
C 11.01258 -2.99576 -1.49266 0.108 0.110 0.222 -0.200
C 10.70107 -1.90600 -2.46073 -0.034 0.854 -0.572 -0.214
N 10.47807 -1.01822 -3.17958 0.321 -1.549 1.147 0.129
H 12.17331 -5.49560 -3.56219 0.181 0.238 -0.375 0.069
H 11.56998 -3.86532 -4.10096 -0.185 -0.320 -0.140 0.070
H 10.55339 -5.07561 -3.17755 -0.273 0.316 -0.349 0.071
H 13.03868 -3.71375 -2.03599 -0.115 0.654 -0.239 0.107
H 12.11408 -4.86782 -1.26862 -0.613 0.110 0.369 0.105
H 11.38409 -2.54932 -0.57030 -0.223 0.209 0.021 0.116
H 10.10830 -3.55939 -1.26309 -0.301 0.404 0.032 0.116
C -9.68997 7.75692 3.04159 -0.547 0.819 0.617 -0.104
C -8.40183 8.55372 3.28653 -0.114 -2.929 0.517 -0.300
C -8.31987 9.83135 2.56860 0.306 1.608 -0.245 -0.212
C -9.36595 10.82773 2.99542 -1.296 1.806 0.590 -0.188
N -10.12312 11.64987 3.36898 2.201 -2.576 -1.158 0.131
H -10.09865 7.72668 2.03156 0.663 0.036 -0.355 0.073
H -10.46058 8.31291 3.57557 -0.364 -0.482 0.335 0.069
H -9.59010 6.73326 3.40249 -0.196 0.150 0.143 0.073
H -7.60524 7.85035 3.04403 0.504 0.459 -0.747 0.107
H -8.21328 8.61783 4.35818 -0.490 0.567 0.163 0.117
H -8.30091 9.66655 1.49130 -0.607 0.148 -0.084 0.118
H -7.33768 10.26824 2.74895 -0.057 0.390 0.224 0.116
```
Forces are in eV/Å.

Results
Kohn-Sham gap: 0.9 eV
Charge: +1
Total energy: -111077.187 eV